Below is an isolated molecule of C5H7NOS in a non-equilibrium geometry, with properties calculated with ωB97M-V/def2-TZVPD.

Output
LUMO level: 0.01177 hartree
Frontier orbital gap: 8.61 eV
ΔE to the lowest compared entry with this formula, charge and spin: 3.860 eV
HOMO level: -8.29 eV
Strongest force on any atom: 1.79 eV/A
Spin multiplicity: 1

Each line ends with the Löwdin charge.
Positions of all 15 atoms, in Å:
1 C -1.933 0.433 -1.719  -0.305
2 C -0.515 -0.062 1.046  -0.636
3 C 0.773 -0.824 1.225  -0.017
4 C -1.121 -0.444 -2.222  0.039
5 C -0.489 1.263 0.607  -0.393
6 N -2.612 1.274 -1.169  -0.148
7 O -1.644 -0.550 1.247  -0.080
8 S -2.109 1.760 0.487  1.089
9 H 0.565 -1.846 1.523  0.081
10 H 1.389 -0.344 1.982  0.082
11 H 1.324 -0.824 0.289  0.079
12 H -0.328 -0.177 -2.891  0.063
13 H -1.357 -1.486 -2.103  0.072
14 H 0.347 1.879 0.339  0.066
15 H -1.841 3.029 0.035  0.007

Forces on the atoms, in the same order (eV/Å):
C 0.1 0.5 0.5
C -0.3 -0.4 0.2
C -0.2 -0.1 0.2
C 0.0 -0.6 -0.4
C -0.5 1.1 0.4
N -1.0 0.3 -0.3
O 0.3 -0.7 0.0
S 1.6 0.4 -0.8
H 0.0 -0.1 0.0
H 0.1 0.0 0.1
H 0.1 0.0 -0.1
H 0.2 0.3 -0.1
H 0.0 -0.2 0.1
H 0.1 0.1 -0.2
H -0.2 -0.5 0.3